Here is C4H12BaN2O9P as an isolated structure from the OMol25 dataset. Energies are from ωB97M-V/def2-TZVPD.

Properties
Energy: -35710.667 eV
Total charge: +2
E_HOMO (spin up / spin down): -15.549 / -15.536 eV
Expectation value of S²: 0.761
Orbital gap (spin up / spin down): 6.621 / 3.335 eV
Spin multiplicity: 2

Atoms and positions in Å:
Ba: 1.637 -3.151 -1.420
P: -1.904 -1.899 0.666
O: -3.454 -2.326 0.516
O: -0.906 -2.322 -0.348
O: 2.292 1.233 -2.257
O: 2.802 6.099 -1.485
O: -1.912 -0.250 0.920
O: 2.883 5.110 -3.486
O: 1.214 -0.450 -1.396
O: -1.534 -2.339 2.186
O: 3.277 -0.772 -1.991
N: 3.139 5.198 -2.279
N: 2.229 0.007 -1.890
C: 4.162 4.255 -1.791
C: -3.674 -3.695 0.102
C: -2.356 -1.867 3.344
C: -0.727 0.499 1.109
H: -4.605 -3.766 -0.462
H: -0.832 1.222 1.918
H: -2.843 -2.775 3.699
H: -0.427 0.987 0.182
H: 5.155 4.670 -1.968
H: -3.946 -4.288 0.975
H: -3.108 -1.121 3.088
H: -2.916 -4.192 -0.502
H: 0.164 -0.087 1.331
H: -1.851 -1.468 4.224
H: 4.070 4.192 -0.707
H: 3.972 3.298 -2.278

Atomic partial charges in e from the Löwdin method, atoms 1 to 6: 1.98, 0.50, -0.19, -0.41, 0.00, 0.43

Here is C4H12BrInNNiO as an isolated structure from the OMol25 dataset. Energies are from ωB97M-V/def2-TZVPD.

Properties
Energy relative to the best compared isomer or geometry (same formula, charge and spin): 0.0 kJ/mol
Energy: -124129.284 eV
Total charge: +1
E_HOMO (spin up / spin down): -12.406 / -12.426 eV
Expectation value of S²: 2.008
Orbital gap (spin up / spin down): 7.861 / 6.467 eV
Spin multiplicity: 3

Atoms and positions in Å:
In: -0.011 1.675 0.828
Br: -0.064 3.931 -0.427
Ni: -0.382 2.034 -1.792
O: 1.952 -0.279 -0.729
N: -2.220 -1.833 -0.468
C: -1.602 0.583 -0.190
C: -1.842 -0.788 0.478
C: 2.113 0.957 -0.247
C: 2.044 -1.398 0.172
H: -2.463 1.252 -0.088
H: 2.774 1.080 0.623
H: -2.070 -1.584 -1.436
H: -1.787 -2.728 -0.286
H: -1.461 0.441 -1.284
H: 2.292 1.684 -1.039
H: 1.040 -1.810 0.298
H: 2.462 -1.081 1.132
H: -2.664 -0.636 1.189
H: 0.178 1.748 2.497
H: 2.689 -2.135 -0.309
H: -0.980 -1.111 1.078

Atomic partial charges in e from the Löwdin method, atoms 1 to 6: 0.56, 0.34, 0.23, -0.16, 0.01, -0.29

Here is a 3-piece molecular cluster, C4H12ClNOSi overall from the OMol25 dataset. Energies are from ωB97M-V/def2-TZVPD.

Properties
Energy: -28278.244 eV
E_HOMO: -9.063 eV
Orbital gap: 8.424 eV
Structure (SMILES): C/C=N/CC.O=[SiH2].Cl

Atoms and positions in Å:
Cl: -1.388 2.273 -1.901
Si: -1.768 2.552 2.394
O: -2.185 1.763 1.172
N: 0.576 -0.954 -0.202
C: 1.722 0.235 1.450
C: 1.734 -0.733 0.299
C: 0.353 -1.939 -1.217
C: -0.743 -1.599 -2.223
H: 2.663 -1.089 -0.167
H: 0.825 0.702 1.301
H: -0.873 3.676 2.643
H: -1.742 -1.895 -1.956
H: 0.237 -2.957 -0.906
H: -0.616 -0.510 -2.383
H: -1.884 1.741 -0.898
H: 2.691 0.813 1.387
H: -2.281 2.348 3.705
H: 1.654 -0.336 2.382
H: 1.351 -2.013 -1.809
H: -0.326 -2.077 -3.072

Atomic partial charges in e from the Löwdin method, atoms 1 to 6: 0.32, 0.65, -0.45, 0.01, -0.08, -0.21

Here is C4H12ClNOTi as an isolated structure from the OMol25 dataset. Energies are from ωB97M-V/def2-TZVPD.

Properties
Energy relative to the best compared isomer or geometry (same formula, charge and spin): 0.0 kJ/mol
Energy: -43508.807 eV
Total charge: +1
E_HOMO (spin up / spin down): -10.412 / -13.104 eV
Expectation value of S²: 3.752
Orbital gap (spin up / spin down): 6.664 / 9.467 eV
Spin multiplicity: 4

Atoms and positions in Å:
Ti: 1.995 -4.132 3.462
Cl: 1.170 -3.277 1.111
O: 0.607 1.810 -0.334
N: -0.436 -0.031 1.454
C: -0.414 0.963 -0.832
C: -1.625 -1.201 -0.356
C: 1.591 2.174 -1.293
C: -0.442 -0.293 -0.038
H: -0.787 -0.820 1.998
H: -1.585 -1.507 -1.400
H: -1.341 1.543 -0.733
H: 0.423 -0.950 -0.153
H: 0.548 0.132 1.684
H: -2.562 -0.689 -0.126
H: 1.182 2.695 -2.157
H: 2.266 2.865 -0.784
H: -1.575 -2.137 0.204
H: -0.324 0.707 -1.890
H: -0.927 0.826 1.719
H: 2.235 1.324 -1.536

Atomic partial charges in e from the Löwdin method, atoms 1 to 6: 0.54, -0.34, -0.19, 0.23, -0.19, -0.04

Here is a 3-piece molecular cluster, C4H12ClO2 overall from the OMol25 dataset. Energies are from ωB97M-V/def2-TZVPD.

Properties
Energy relative to the best compared isomer or geometry (same formula, charge and spin): 0.0 kJ/mol
Energy: -20962.497 eV
Total charge: -1
E_HOMO: -4.916 eV
Orbital gap: 8.783 eV

Atoms and positions in Å:
Cl: 1.085 -0.856 0.987
O: 1.439 2.036 -0.101
O: -1.989 -0.718 1.632
C: 3.673 1.966 -1.063
C: -2.487 -1.508 0.578
C: -3.685 -2.296 1.034
C: 2.165 1.904 -1.301
H: 1.876 2.721 -1.969
H: -2.799 -0.878 -0.274
H: 1.943 0.936 -1.763
H: -1.031 -0.603 1.473
H: -4.057 -2.877 0.181
H: 3.976 2.958 -0.725
H: 1.312 1.120 0.228
H: -3.414 -3.029 1.797
H: -1.711 -2.170 0.179
H: 4.218 1.716 -1.981
H: -4.462 -1.634 1.411
H: 3.949 1.214 -0.323

Atomic partial charges in e from the Löwdin method, atoms 1 to 6: -0.31, -0.15, -0.14, -0.11, -0.39, -0.12

Here is C4H12FInO4 as an isolated structure from the OMol25 dataset. Energies are from ωB97M-V/def2-TZVPD.

Properties
Energy relative to the best compared isomer or geometry (same formula, charge and spin): 581.6 kJ/mol
Energy: -20394.975 eV
Total charge: +2
E_HOMO: -18.576 eV
Orbital gap: 4.924 eV

Atoms and positions in Å:
In: 3.198 -0.417 2.203
F: 1.352 -0.554 1.025
O: 0.635 1.326 0.997
O: -0.284 -1.886 0.352
O: -2.898 1.782 0.175
O: 1.933 -0.330 -0.996
C: -1.611 2.047 0.537
C: -0.545 0.928 0.356
C: 0.179 -2.046 -0.965
C: 0.633 -0.691 -1.511
H: -3.239 1.032 0.668
H: 0.772 -0.726 -2.591
H: 1.299 0.633 0.983
H: 1.895 -0.430 -0.042
H: 0.377 -1.377 0.828
H: -0.530 -2.557 -1.616
H: -1.262 2.996 0.131
H: 1.043 -2.709 -1.008
H: -0.858 -0.023 0.788
H: -1.654 2.294 1.598
H: -0.098 0.070 -1.236
H: -0.336 0.638 -0.674

Atomic partial charges in e from the Löwdin method, atoms 1 to 6: 1.28, -0.41, 0.11, 0.00, 0.11, 0.11

Here is a 3-piece molecular cluster, C4H12IN2 overall from the OMol25 dataset. Energies are from ωB97M-V/def2-TZVPD.

Properties
Energy relative to the best compared isomer or geometry (same formula, charge and spin): 393.1 kJ/mol
Energy: -15413.005 eV
Total charge: +1
E_HOMO: -12.607 eV
Orbital gap: 8.642 eV

Atoms and positions in Å:
I: -4.233 -0.489 3.159
N: -1.722 0.552 0.804
N: 1.903 -0.445 -1.196
C: 2.939 0.637 -1.180
C: -0.881 1.440 0.265
C: 2.305 -1.785 -1.834
C: 0.792 -0.284 -0.630
H: 3.341 0.744 -2.233
H: -1.228 1.866 -0.757
H: 2.574 1.681 -1.043
H: 1.979 -2.601 -1.072
H: -5.471 -0.570 4.000
H: -1.767 0.330 1.812
H: -0.153 1.938 0.852
H: 2.034 -2.040 -2.850
H: 3.384 -1.621 -1.798
H: 3.826 0.520 -0.583
H: 0.101 -1.193 -0.814
H: -2.434 0.024 0.345

Atomic partial charges in e from the Löwdin method, atoms 1 to 6: 0.53, 0.06, -0.27, -0.04, 0.05, 0.00

Here is a 2-piece molecular cluster, C4H12IN2O overall from the OMol25 dataset. Energies are from ωB97M-V/def2-TZVPD.

Properties
Energy relative to the best compared isomer or geometry (same formula, charge and spin): 147.8 kJ/mol
Energy: -17462.573 eV
Total charge: +1
E_HOMO: -13.500 eV
Orbital gap: 9.160 eV

Atoms and positions in Å:
I: 1.254 2.998 -0.383
O: 1.202 0.179 0.968
N: 0.787 0.199 -1.281
N: -1.166 0.703 0.638
C: 0.908 -1.252 -1.365
C: -0.202 -2.047 -0.691
C: 0.781 0.770 -0.079
C: -1.182 1.630 1.732
H: -0.900 -0.260 0.798
H: -0.955 2.663 1.351
H: -1.959 0.780 -0.037
H: 0.922 -1.516 -2.404
H: -2.296 1.719 2.059
H: 0.085 -3.112 -0.843
H: 0.901 0.757 -2.122
H: -1.170 -1.759 -1.224
H: -0.285 -1.964 0.422
H: 1.852 -1.550 -0.961
H: 1.997 -0.209 0.918
H: -0.574 1.270 2.505

Atomic partial charges in e from the Löwdin method, atoms 1 to 6: 0.88, 0.10, -0.01, 0.00, -0.21, -0.07

Here is C4H12N2 as an isolated structure from the OMol25 dataset. Energies are from ωB97M-V/def2-TZVPD.

Properties
Energy relative to the best compared isomer or geometry (same formula, charge and spin): 402.8 kJ/mol
Energy: -7318.854 eV
E_HOMO: -7.613 eV
Orbital gap: 8.442 eV

Atoms and positions in Å:
N: -1.188 -1.813 0.381
N: 0.529 -0.249 1.731
C: -1.716 0.520 0.220
C: -0.750 -0.622 0.306
C: 0.564 -0.291 -1.102
C: 1.304 1.042 -1.238
H: 1.969 1.208 -0.385
H: 0.609 1.886 -1.248
H: 0.812 -1.003 2.351
H: -1.195 1.472 0.313
H: -2.219 0.500 -0.745
H: 1.922 1.097 -2.140
H: 1.071 -0.531 0.853
H: 1.253 -1.142 -1.160
H: -2.494 0.408 0.979
H: -0.130 -0.410 -1.936
H: 0.131 0.456 2.351
H: -0.473 -2.530 0.469

Atomic partial charges in e from the Löwdin method, atoms 1 to 6: 0.03, 0.07, -0.08, -0.51, -0.18, -0.16

Here is a 2-piece molecular cluster, C4H12N2 overall from the OMol25 dataset. Energies are from ωB97M-V/def2-TZVPD.

Properties
Energy relative to the best compared isomer or geometry (same formula, charge and spin): 345.8 kJ/mol
Energy: -7319.445 eV
E_HOMO: -8.558 eV
Orbital gap: 9.541 eV
Structure (SMILES): C=CC.NCN

Atoms and positions in Å:
N: -2.779 0.323 -0.757
N: -1.506 -0.777 1.432
C: -1.749 -0.484 -0.089
C: 2.856 -0.325 -1.169
C: 1.756 1.266 0.507
C: 1.955 -0.019 0.026
H: 1.831 1.363 1.644
H: -1.978 -1.554 -0.451
H: -1.620 0.190 1.789
H: -0.736 -0.190 -0.407
H: 2.299 -1.025 -1.833
H: -2.474 1.262 -0.652
H: -3.709 -0.002 -0.464
H: 1.082 -0.576 0.410
H: 3.062 0.679 -1.645
H: 3.705 -0.723 -0.633
H: -2.350 -1.113 1.848
H: 1.979 2.237 0.018

Atomic partial charges in e from the Löwdin method, atoms 1 to 6: 0.00, -0.02, -0.34, -0.10, -0.06, -0.25

Here is one molecule with the formula C4H12N2 from the OMol25 dataset. Energies are from ωB97M-V/def2-TZVPD.

Properties
Energy relative to the best compared isomer or geometry (same formula, charge and spin): 48.7 kJ/mol
Energy: -7322.524 eV
E_HOMO: -8.339 eV
Orbital gap: 9.454 eV
Structure (SMILES): CCN[C@@H](C)N

Atoms and positions in Å:
N: 0.464 -1.365 0.819
N: 0.086 0.861 0.258
C: 2.361 -0.008 0.158
C: -1.916 0.229 -1.178
C: 0.876 -0.296 -0.066
C: -1.422 0.636 0.199
H: 2.569 0.280 1.196
H: 0.740 -0.598 -1.111
H: -1.579 0.938 -1.940
H: -0.402 -1.789 0.504
H: 0.440 -1.028 1.777
H: -3.011 0.217 -1.188
H: 2.698 0.811 -0.487
H: -1.570 -0.769 -1.461
H: -1.795 -0.053 0.963
H: -1.854 1.609 0.453
H: 0.343 1.212 1.179
H: 2.971 -0.888 -0.075

Atomic partial charges in e from the Löwdin method, atoms 1 to 6: 0.03, -0.05, -0.07, -0.11, -0.53, -0.27

Here is a 2-piece molecular cluster, C4H12N2 overall from the OMol25 dataset. Energies are from ωB97M-V/def2-TZVPD.

Properties
Energy relative to the best compared isomer or geometry (same formula, charge and spin): 239.9 kJ/mol
Energy: -7320.543 eV
E_HOMO: -7.755 eV
Orbital gap: 8.720 eV
Structure (SMILES): C=NCC.CN

Atoms and positions in Å:
N: -1.813 -0.317 -0.914
N: 0.744 -0.330 -0.622
C: -2.627 0.590 -0.107
C: 1.493 0.581 0.199
C: 2.849 0.001 0.612
C: -0.162 -1.098 -0.047
H: -0.269 -2.127 -0.396
H: -1.044 0.192 -1.464
H: -0.474 -0.942 0.996
H: 2.714 -0.878 1.244
H: -1.954 1.267 0.419
H: 3.429 0.737 1.171
H: -3.318 1.189 -0.711
H: -3.196 0.020 0.627
H: 3.414 -0.292 -0.272
H: 0.940 0.877 1.113
H: -2.389 -0.956 -1.457
H: 1.662 1.487 -0.390

Atomic partial charges in e from the Löwdin method, atoms 1 to 6: -0.08, -0.12, -0.14, -0.37, -0.11, -0.16